The ion C29H39N4O with charge +1 at a distorted geometry. Source: the Open Molecules 2025 dataset; level of theory: ωB97M-V with the def2-TZVPD basis set.

The charge is +1. Its HOMO energy is -10.26 eV. Its orbital gap is 7.3 eV. The SMILES is CN1CCC[N+](C)=C1C[C@@H](/C=C/N1[C@H](Cc2ccccc2)C(=O)N(C)C1(C)C)c1ccccc1.

Cartesian coordinates (Å):
1 O 3.47809 -3.41118 3.16262
2 N -2.89551 3.84652 -1.49804
3 N 2.53150 -3.79083 1.10502
4 N -3.82002 2.55547 0.08983
5 N 1.44040 -1.83723 0.74949
6 C -0.11661 -0.59768 -0.79910
7 C -0.58498 0.62489 -1.61500
8 C 1.71002 -3.17108 0.08870
9 C -1.75665 -1.32413 -4.74732
10 C -4.85630 4.74993 -0.31645
11 C 0.47448 -4.04560 -0.14375
12 C 2.48037 -3.02052 -1.23823
13 C 3.93499 -0.42380 3.31588
14 C 3.06929 -5.13707 0.97318
15 C -2.06132 1.11591 -3.51842
16 C -3.83033 1.44863 1.02169
17 C 5.95691 -0.43724 4.65122
18 C -4.08975 4.72621 -1.60325
19 C 3.80703 -0.14873 5.71780
20 C -1.65255 1.66287 -0.88161
21 C 3.18459 -0.18412 4.46097
22 C 3.23726 -0.56493 1.97662
23 C -1.23956 -1.12819 -3.45467
24 C 0.74685 -0.74415 0.24522
25 C -1.84475 4.22325 -2.42003
26 C -2.59810 0.91981 -4.79185
27 C -2.88361 2.66117 -0.87425
28 C -2.41610 -0.30192 -5.42005
29 C -1.28901 0.14953 -2.88982
30 C 2.82264 -3.02085 2.20452
31 C 2.17916 -1.65464 1.98681
32 C 5.33607 -0.46541 3.39594
33 C -5.08043 3.33013 0.12714
34 C 5.20024 -0.28770 5.81415
35 H -4.13089 0.50258 0.53423
36 H -1.82260 3.54911 -3.28469
37 H -4.57085 1.70483 1.79215
38 H 7.04457 -0.54078 4.72044
39 H 5.92006 -0.60839 2.48786
40 H -2.29009 1.99463 -2.93029
41 H -0.29583 -3.50702 -0.70241
42 H -3.18039 1.72676 -5.18489
43 H -2.11512 5.22967 -2.77532
44 H -2.86106 1.31277 1.52362
45 H 2.77041 0.39147 1.69806
46 H 3.48694 -2.62442 -1.02570
47 H 3.73269 -5.21588 0.09240
48 H -5.43417 3.31369 1.15080
49 H -0.83583 2.35807 -0.56096
50 H -4.72620 4.33247 -2.40984
51 H -3.73710 5.72776 -1.83944
52 H 2.09502 -0.10390 4.36748
53 H -1.94522 1.08274 0.00401
54 H 3.19423 -0.02248 6.60900
55 H 5.67874 -0.24135 6.79530
56 H 2.26660 -5.89209 0.89486
57 H -5.82570 5.21967 -0.48019
58 H 2.57230 -4.02599 -1.67786
59 H 1.92728 -2.35476 -1.92193
60 H -1.66251 -2.30465 -5.20165
61 H 3.99304 -0.79295 1.20860
62 H 0.08668 -4.40225 0.82100
63 H 0.81394 -4.91190 -0.72740
64 H -2.78874 -0.44128 -6.41632
65 H 0.39454 1.17498 -1.94813
66 H -0.44575 -1.57592 -1.12476
67 H 1.47515 -1.49627 2.79392
68 H 0.88572 0.10061 0.92443
69 H -4.36258 5.34038 0.46221
70 H -5.79830 2.83518 -0.54692
71 H 3.65004 -5.33611 1.87694
72 H -0.86264 4.22707 -1.93863
73 H -0.87067 -2.04333 -2.93493

Mulliken atomic charge list, values in e, 5 entries: -0.71 0.11 0.21 0.09 0.50

The ion C29H39O3Si2 with charge +1 at a distorted geometry. Source: the Open Molecules 2025 dataset; level of theory: ωB97M-V with the def2-TZVPD basis set.

The charge is +1. Its HOMO energy is -10.37 eV. Its orbital gap is 7.6 eV.

Cartesian coordinates (Å):
1 Si -0.62725 2.37838 1.48852
2 Si -3.25177 0.48402 -1.66371
3 O -0.54976 2.99396 -0.30132
4 O -2.09483 1.75447 -1.29222
5 O 1.34253 5.04165 -8.45106
6 C 0.09919 6.77785 -9.62872
7 C -1.24882 4.40971 -5.87373
8 C 2.56862 7.78956 -10.51527
9 C -0.54847 4.70052 -4.70026
10 C 0.76586 5.17113 -4.83032
11 C 0.15793 7.98291 -10.33893
12 C 1.38803 8.49851 -10.74866
13 C -3.07255 0.07447 -3.45632
14 C -5.10739 6.16102 -2.55844
15 C -1.11387 4.47206 -3.28221
16 C -0.67732 4.61973 -7.13716
17 C -3.25620 5.72174 -4.06403
18 C 2.52284 6.56672 -9.84619
19 C -2.58237 4.95359 -3.09838
20 C 1.29956 6.13398 -9.31602
21 C -2.91547 -1.04654 -0.64363
22 C -1.40385 3.83717 2.29075
23 C -0.68797 3.11699 -2.77504
24 C -4.36580 5.54059 -1.54761
25 C -4.50927 6.28082 -3.81709
26 C 0.64604 5.06153 -7.22835
27 C -1.17204 2.66345 -1.37830
28 C -3.13834 4.93179 -1.82099
29 C -1.64758 0.83290 1.75118
30 C -4.82716 1.29332 -1.14613
31 C 1.11528 1.95967 1.97808
32 C -6.47086 6.73898 -2.25938
33 C 0.81790 2.96218 -2.62253
34 C 1.36951 5.36198 -6.06461
35 H -2.82297 5.89705 -5.04288
36 H -0.87123 4.76275 2.03384
37 H -3.75606 -1.73647 -0.80207
38 H -0.83943 6.34324 -9.28370
39 H -3.99036 -0.43933 -3.78253
40 H 1.04325 1.93995 -2.28708
41 H -4.92614 1.29985 -0.05077
42 H -5.66834 0.71696 -1.55822
43 H -5.02964 6.83811 -4.60121
44 H 3.41477 5.96820 -9.65903
45 H 1.32687 3.06650 -3.58915
46 H -2.69556 0.96187 1.43483
47 H -2.22843 -0.61246 -3.61549
48 H -2.60390 4.44991 -1.00909
49 H 1.32868 5.41205 -3.92946
50 H -6.43464 7.75751 -1.82737
51 H 1.47394 1.05099 1.47625
52 H -2.93321 0.96464 -4.08401
53 H -1.04971 2.32058 -3.45727
54 H 2.38850 5.74522 -6.14379
55 H -1.64515 0.61989 2.83620
56 H -2.28764 4.07745 -5.82543
57 H -0.54034 5.20487 -2.69004
58 H -0.77923 8.49987 -10.55473
59 H 1.19827 3.71954 -1.91581
60 H -1.25888 4.45362 -8.05357
61 H -6.99048 6.08485 -1.54320
62 H 3.52852 8.17777 -10.85345
63 H -7.09389 6.77666 -3.16455
64 H 1.41953 9.45565 -11.26517
65 H -1.36568 3.70195 3.38362
66 H -2.83815 -0.87921 0.43264
67 H 1.14312 1.76772 3.06352
68 H 1.81371 2.77706 1.75977
69 H -2.00448 -1.55303 -0.98311
70 H -2.45749 3.93933 1.99564
71 H -4.90898 2.32559 -1.51019
72 H -1.20779 -0.03536 1.23682
73 H -4.76833 5.54884 -0.53159

Mulliken atomic charge list, values in e, 5 entries: 0.26 0.46 -0.48 -0.14 -0.46

A structure of composition C29H40AsClCrN5O4S. Source: the Open Molecules 2025 dataset; level of theory: ωB97M-V with the def2-TZVPD basis set.

The charge is +2. Its HOMO energy (spin up / spin down) is -14.44 / -14.38 eV. Its orbital gap (spin up / spin down) is 7.6 / 8.2 eV. Its spin multiplicity is 2.

Cartesian coordinates (Å):
1 As -0.47805 0.52027 -2.21385
2 Cr -0.11081 -0.17050 0.30340
3 Cl -5.03405 0.12596 3.16277
4 S -1.76831 -3.21353 1.75086
5 O -2.61010 -0.65043 -0.76845
6 O 0.86365 -0.66783 1.94105
7 O -1.64857 -4.21531 0.73732
8 O -3.07040 -2.75614 2.12875
9 N -1.46518 0.92047 1.67119
10 N 2.68247 -2.65836 -1.75100
11 N 1.09719 1.57734 0.43243
12 N -0.84118 -1.89480 1.31617
13 N 1.10085 -1.52694 -0.75696
14 C 2.34485 -1.46885 -1.22685
15 C 1.34176 3.94793 0.17131
16 C -1.89491 2.54228 3.38708
17 C -0.79023 -3.57499 3.18336
18 C -3.46752 -1.78975 -0.99149
19 C -1.04837 -1.04614 -3.25264
20 C 2.55397 3.95171 0.85470
21 C -0.95286 -4.59889 4.08694
22 C -1.09222 1.97687 2.41471
23 C 0.12061 -1.68067 2.18930
24 C 1.68574 2.46690 -3.02302
25 C 3.30957 -0.33994 -1.19809
26 C 3.33686 5.20381 1.08439
27 C 3.00149 2.71757 1.32576
28 C -3.14630 2.01057 3.64006
29 C -0.05632 -4.64259 5.15385
30 C -0.05955 -1.59222 -4.27315
31 C -1.86729 2.26110 -4.11272
32 C -1.87098 1.83259 -2.64886
33 C 0.21130 -2.62089 3.31073
34 C 0.66334 2.76351 -0.01957
35 C -2.65960 0.37791 1.95809
36 C 0.65521 -2.82150 -0.99880
37 C 2.25943 1.57707 1.10828
38 C 1.03297 1.12351 -3.30894
39 C 1.62875 -3.52723 -1.61579
40 C -3.52128 0.89675 2.90888
41 C 0.94935 -3.69220 5.29414
42 C 1.09797 -2.66319 4.37089
43 H 0.92180 4.86496 -0.21829
44 H -0.29237 2.76499 -0.52431
45 H 4.33195 5.11150 0.64906
46 H -2.82419 -2.64648 -1.17246
47 H -0.31408 -3.16838 -0.69801
48 H -1.98591 -0.75113 -3.73027
49 H -3.80424 2.42610 4.38966
50 H 4.01672 -0.43396 -2.02160
51 H 1.62447 -3.75665 6.13511
52 H -2.73597 2.88493 -4.32009
53 H 0.95501 3.27114 -2.93480
54 H 3.87828 -0.34028 -0.26873
55 H 2.80175 0.61536 -1.29379
56 H -0.98151 2.83963 -4.36786
57 H 2.84690 6.07034 0.64908
58 H -3.17330 0.09503 -0.53479
59 H -4.07516 -1.99264 -0.11169
60 H -0.46858 -2.49968 -4.71668
61 H -0.10592 2.37710 2.25451
62 H -1.78315 2.69743 -1.98975
63 H 1.66618 -4.54248 -1.96013
64 H -1.73643 -5.33444 3.98017
65 H -1.52996 3.39118 3.94547
66 H 0.13544 -0.89642 -5.08727
67 H -4.09881 -1.61824 -1.86270
68 H 1.76631 0.31509 -3.29169
69 H -2.81099 1.33731 -2.40191
70 H 2.28256 2.46079 -2.11267
71 H -1.91693 1.40372 -4.78543
72 H 0.89366 -1.85872 -3.81485
73 H -1.29669 -1.81589 -2.52711
74 H 3.92782 2.64262 1.87805
75 H 1.87721 -1.92186 4.47743
76 H 2.58346 0.62622 1.50398
77 H 3.57942 -2.87034 -2.15991
78 H 2.35255 2.72521 -3.84600
79 H 0.62046 1.12631 -4.31987
80 H 3.46854 5.37880 2.15217
81 H -0.14606 -5.43039 5.88787
82 H -2.93349 -0.52904 1.44388

Mulliken atomic charge list, values in e, 5 entries: 0.96 0.23 -0.16 0.95 -0.26

A structure of composition C29H41Cl2F10N7PbS. Source: the Open Molecules 2025 dataset; level of theory: ωB97M-V with the def2-TZVPD basis set.

Its HOMO energy is -7.06 eV. Its orbital gap is 7.4 eV.

Cartesian coordinates (Å):
1 Pb 1.34419 -0.12256 -0.71531
2 Cl -2.45071 -1.55250 -0.54771
3 Cl -3.02651 -1.84288 -3.41805
4 S -0.27663 -0.62713 2.66164
5 F 1.33533 -5.50963 -5.29811
6 F -2.32075 1.10663 -6.29119
7 F -3.81531 1.83156 -1.88857
8 F 0.29994 -2.01880 -2.33487
9 F -0.46954 -4.05067 -3.84293
10 F -4.37027 1.62167 -4.56323
11 F 0.16918 0.77222 -5.42713
12 F 3.98105 -4.84103 -5.11935
13 F 4.82555 -2.89804 -3.60519
14 F -1.30501 1.60758 -0.98918
15 N -2.76250 -0.42553 3.64391
16 N 1.48703 -2.85558 0.30433
17 N -2.33514 0.70445 1.70274
18 N 2.92418 -1.24508 -2.06773
19 N 3.25554 1.44749 -1.25346
20 N 3.09156 -0.78063 1.78902
21 N 0.81109 1.15473 -2.61642
22 C -3.11224 1.50297 -4.11712
23 C 1.97914 1.42057 -3.43123
24 C -2.06897 1.24926 -4.98641
25 C -0.42699 1.23109 -3.16349
26 C 0.83575 -3.75144 -3.79159
27 C -3.03495 4.15131 0.84634
28 C -3.04000 3.58857 2.26338
29 C -0.77392 1.10306 -4.52199
30 C -2.61071 -0.44789 6.12625
31 C 3.06989 -4.13906 -4.44165
32 C -4.00201 2.41885 2.44467
33 C -1.53486 1.46321 -2.32402
34 C 2.73674 -3.11721 1.01394
35 C 1.73786 -4.48748 -4.53475
36 C -2.48259 -1.22962 4.82291
37 C -2.71802 -2.67561 -1.89685
38 C -2.82768 1.59877 -2.76642
39 C 2.88674 -2.17854 2.20046
40 C 1.26532 -2.70350 -3.00830
41 C -1.53306 1.82253 5.53181
42 C 3.00320 2.12639 -2.54451
43 C 4.22289 -0.61776 -2.25572
44 C -1.50395 0.57036 6.40482
45 C -3.68796 1.21897 1.55074
46 C 2.60929 -2.29316 -2.86876
47 C -1.88188 -0.08578 2.68953
48 C 3.48878 -3.09388 -3.63745
49 C 4.40695 0.54132 -1.29723
50 C 3.42802 2.42292 -0.17646
51 H -4.00283 2.11810 3.49671
52 H -3.68300 -0.02081 3.59019
53 H 5.31978 1.09458 -1.56118
54 H -2.53474 2.26026 5.50563
55 H 4.34888 -0.26251 -3.28870
56 H -2.62680 3.44136 0.12608
57 H -2.43035 5.05689 0.79028
58 H -3.79532 1.49073 0.50327
59 H 0.68581 -2.92469 0.92453
60 H 2.53376 3.03930 -0.09222
61 H 4.29094 3.07644 -0.35694
62 H 3.56126 -2.96098 0.31126
63 H 2.64818 -0.15336 2.45071
64 H -2.62445 -1.18391 6.93468
65 H -1.47581 -1.62482 4.70572
66 H 1.35737 -3.50558 -0.46147
67 H -4.40574 0.40949 1.72512
68 H 1.75918 2.10961 -4.25220
69 H -1.22270 1.61212 4.50878
70 H 3.95268 2.27019 -3.07615
71 H 5.05869 -1.29509 -2.06502
72 H 4.08086 -0.56363 1.79000
73 H -4.04611 4.40574 0.51994
74 H -5.02187 2.74266 2.21487
75 H -3.17530 -2.07512 4.83079
76 H 1.97406 -2.22824 2.79781
77 H 2.59922 3.11195 -2.31128
78 H -1.65967 0.91875 0.98418
79 H -1.58533 0.87056 7.45271
80 H -2.03085 3.27291 2.54357
81 H 2.81231 -4.14806 1.38319
82 H -3.58665 0.05217 6.15847
83 H 2.40402 0.51841 -3.88248
84 H -3.58496 -3.27857 -1.65606
85 H -3.32115 4.37494 2.96826
86 H -0.53344 0.07681 6.29999
87 H -1.82616 -3.27586 -2.01334
88 H -0.85534 2.58091 5.92628
89 H 4.53815 0.14730 -0.28825
90 H 3.58016 1.89996 0.76859
91 H 3.70028 -2.53640 2.83956

Mulliken atomic charge list, values in e, 5 entries: 0.95 -0.01 -0.11 -0.41 -0.32

A cluster of 13 separate species, C29H41Cl36F3NO2 in total at a distorted geometry. Source: the Open Molecules 2025 dataset; level of theory: ωB97M-V with the def2-TZVPD basis set.

Its HOMO energy (spin up / spin down) is -8.07 / -8.38 eV. Its orbital gap (spin up / spin down) is 8.1 / 8.3 eV. Its spin multiplicity is 2.

Cartesian coordinates (Å):
1 Cl -1.08005 -2.59795 7.29221
2 Cl 5.31864 -5.20103 -8.32733
3 Cl 3.61998 -2.37876 -0.26779
4 Cl 9.24136 -4.79797 -0.00115
5 Cl 2.99971 -3.55826 -8.90762
6 Cl 8.73192 -2.09495 0.92466
7 Cl -0.53774 0.81943 9.66982
8 Cl 0.16290 5.42459 4.34310
9 Cl 1.22431 -4.71751 -6.08233
10 Cl 5.44379 1.15450 -3.26832
11 Cl 1.63253 7.68970 3.28672
12 Cl -4.10910 -4.78759 1.64971
13 Cl 6.66659 9.04144 3.42767
14 Cl -5.35269 -2.29063 2.49492
15 Cl 1.02125 -4.61430 9.95119
16 Cl -0.89507 6.54506 0.45624
17 Cl 3.95165 0.49052 -0.56966
18 Cl -3.82322 -1.67800 7.06562
19 Cl 2.67728 -6.40764 -8.39261
20 Cl 0.63747 4.21376 1.24640
21 Cl 9.76370 -2.54233 -1.75100
22 Cl 4.90802 7.76220 1.50609
23 Cl -1.28421 -6.36189 10.19825
24 Cl 5.87895 6.27410 3.80138
25 Cl -6.57756 -4.82677 3.17880
26 Cl 0.96372 0.05150 7.31013
27 Cl -0.15789 -2.29836 -5.26798
28 Cl -1.30430 -4.89767 -4.66709
29 Cl 6.05426 -1.32584 -1.43684
30 Cl -2.34749 -2.45300 4.68873
31 Cl 5.32979 1.93792 -6.05394
32 Cl -0.75945 -4.35686 12.23025
33 Cl 2.21747 -0.05792 9.92315
34 Cl -1.97931 3.88438 0.03292
35 Cl 2.97882 2.29650 -4.38618
36 Cl 2.66663 6.22570 5.56665
37 F 1.46507 0.09297 3.21298
38 F -1.13542 1.66638 2.18196
39 F -0.27403 -1.22764 3.08826
40 O -0.54827 1.29065 -4.58447
41 O -5.48397 -0.81503 -1.49809
42 N -4.31471 -0.59401 -1.95486
43 C -0.01001 0.00635 -2.65484
44 C -0.05909 0.63341 0.27825
45 C -0.86437 -0.51038 -0.38018
46 C 3.72289 -5.15642 -9.07806
47 C -3.73810 0.64686 -1.41687
48 C -2.23857 -1.72727 6.29035
49 C 0.31037 -0.13822 2.67127
50 C 1.05471 0.79325 8.90796
51 C 4.77255 -1.04357 -0.25801
52 C -4.60548 1.79325 -1.99098
53 C 5.37829 7.85649 3.20396
54 C -5.05458 -3.97927 2.90749
55 C -1.20148 2.48693 -4.96389
56 C -2.22659 2.11961 -6.03838
57 C 0.10441 1.36877 -3.32181
58 C -0.30808 0.71541 1.72772
59 C 9.76129 -3.11506 -0.08191
60 C -0.98045 4.89738 1.07905
61 C -3.46603 -2.52628 -0.56504
62 C -1.32298 -0.22107 -1.81579
63 C -2.32184 0.93778 -1.92890
64 C -4.00884 -2.77680 -2.93211
65 C -3.84334 0.79319 0.11987
66 C 4.75857 2.29518 -4.42095
67 C -2.00303 -1.49254 -2.37641
68 C -3.43300 -1.76469 -1.91232
69 C 0.19124 -3.98016 -4.85880
70 C -0.64666 -4.74791 10.51359
71 C 1.21202 6.78533 4.74185
72 H -2.22668 1.05386 -6.21503
73 H -1.67346 -0.80343 0.27279
74 H 5.09726 3.28561 -4.14967
75 H -4.10592 2.74288 -1.85826
76 H -0.23155 1.59497 -0.19368
77 H -4.36952 1.71070 0.34956
78 H -0.21017 2.20842 -2.70558
79 H -1.75782 2.88863 -4.11835
80 H -5.08097 -2.67320 -3.03945
81 H -0.49976 3.22596 -5.34678
82 H -2.64715 -3.23315 -0.52656
83 H -1.88546 -0.71023 6.17592
84 H -4.48518 -4.00550 3.82671
85 H 0.67508 7.44526 5.40910
86 H -1.24644 -4.03444 9.96421
87 H -0.20587 -1.36622 -0.46946
88 H 3.84036 -5.36002 -10.13321
89 H -2.00716 -1.37979 -3.45183
90 H -2.44498 1.27236 -2.95017
91 H -4.73741 1.57775 -3.04806
92 H -1.94568 1.77417 -1.35189
93 H 1.17255 1.53803 -3.54147
94 H -3.42643 -1.88328 0.29972
95 H -1.44087 4.92851 2.05689
96 H -4.40589 -0.00121 0.59349
97 H 1.39056 1.81406 8.78968
98 H 0.89144 -0.14459 -2.06587
99 H 5.22248 -0.99160 0.72411
100 H -5.58709 1.77274 -1.54166
101 H -3.56513 -2.62574 -3.91095
102 H 4.51794 8.17792 3.77633
103 H -1.35354 -2.33719 -2.16258
104 H -3.23536 2.37278 -5.72910
105 H -2.88505 0.87588 0.61417
106 H -4.36471 -3.12168 -0.57488
107 H -3.78126 -3.79421 -2.63738
108 H 0.98984 0.40262 0.16116
109 H 10.77150 -3.05414 0.29811
110 H 0.71982 -3.99474 -3.91487
111 H 0.04619 -0.72165 -3.46328
112 H -2.05367 2.64394 -6.96860

Mulliken atomic charge list, values in e, 5 entries: -0.08 -0.12 -0.13 -0.12 -0.09